1.
Formula: C30H31FGaN3OS6Si
Source: the Open Molecules 2025 dataset
Level of theory: ωB97M-V/def2-TZVPD

```
74
Properties=species:S:1:pos:R:3:forces:R:3
Ga 0.38322 1.56310 -0.03600 0.21 -0.78 -0.14
S -0.18882 -0.54089 0.84580 -0.23 0.29 0.09
S 2.18279 -2.28605 1.50181 -0.01 0.01 -0.07
S 3.75211 -1.31816 -0.79698 -0.02 -0.06 -0.09
S 1.55964 0.51503 -1.74221 -0.13 0.45 -0.04
S -0.78903 1.59645 -4.21936 -0.05 -0.13 0.46
S -1.72697 2.36191 -1.17361 0.64 0.42 0.07
Si 3.27451 2.72397 1.03408 0.14 0.13 -0.19
F -1.12765 2.74338 1.62290 0.21 0.57 -0.32
O 4.55564 -3.23722 0.83201 -0.25 0.22 -0.10
N -1.53474 -0.85251 -3.56434 0.26 -0.12 0.45
N -3.02287 0.09169 -1.40192 0.06 -0.01 0.10
N 1.55861 2.37929 1.24897 -0.78 0.28 -0.18
C 0.35725 -2.90117 -2.80508 0.03 0.07 0.02
C -3.43873 -1.11329 3.54993 0.00 -0.04 -0.03
C -2.10777 0.87868 -1.92192 -0.02 -0.33 0.09
C -2.80547 0.06784 3.18935 -0.06 -0.07 0.01
C -0.70558 -1.45976 -4.60292 -0.05 -0.04 0.10
C -2.99858 0.59986 1.92251 -0.11 0.13 -0.06
C -0.18207 2.83346 5.09973 -0.02 0.01 -0.02
C 0.94697 -4.08633 -2.38649 -0.01 0.00 -0.05
C -4.28728 -1.74719 2.65103 0.00 0.04 -0.01
C 1.01661 2.52297 2.53101 0.09 -0.19 0.25
C -4.48436 -1.20865 1.38649 -0.01 -0.04 -0.07
C 2.15902 -0.63275 -0.56729 0.01 -0.19 -0.03
C -1.43522 0.44994 -3.22622 -0.02 0.03 -0.52
C -2.97943 -1.35263 -1.65897 -0.08 -0.04 -0.03
C 1.14067 -5.12640 -3.28742 0.00 -0.01 0.02
C -2.65349 -1.65196 -3.08948 -0.02 0.18 -0.18
C 3.69204 3.05886 -0.76050 0.05 -0.10 -0.03
C -4.00340 0.53894 -0.37852 -0.03 -0.16 0.18
C 4.31252 1.29186 1.66843 0.11 0.03 0.13
C 0.15285 -3.78808 -5.02501 -0.04 0.06 -0.08
C -0.35057 2.71421 2.74220 0.34 0.04 0.02
C -3.82469 -0.04317 1.00625 0.14 -0.13 -0.09
C 3.72035 4.31566 1.92401 0.00 0.05 0.12
C 1.43360 -1.08030 0.47350 0.13 -0.12 0.00
C 3.68055 -2.45785 0.55728 0.20 -0.15 0.17
C -0.05207 -2.74490 -4.12791 -0.13 -0.02 0.09
C 1.18251 2.62357 4.96413 0.03 -0.02 0.06
C 0.75122 -4.97128 -4.61035 -0.01 0.03 -0.01
C 1.76828 2.46215 3.71688 0.00 -0.08 -0.06
C -0.96803 2.87298 3.95542 0.07 0.09 0.21
H 0.22829 -2.08448 -2.09992 -0.01 -0.05 -0.02
H -3.27066 -1.54193 4.53077 -0.03 0.03 -0.03
H -2.50813 1.52578 1.63866 -0.35 -0.48 0.07
H -2.39901 -2.70316 -3.18313 0.05 -0.10 0.00
H 1.80517 2.57245 5.84985 -0.01 0.00 -0.06
H -4.80222 -2.65593 2.93696 0.02 0.02 -0.01
H 0.90532 -5.77397 -5.32146 -0.01 0.03 0.03
H 3.31023 4.40568 2.93288 0.08 0.02 -0.13
H 4.66903 1.46279 2.69199 -0.03 -0.05 -0.15
H 1.25689 -4.19829 -1.35423 0.00 0.03 -0.01
H 2.83358 2.26884 3.65331 -0.15 0.00 0.06
H 3.37277 5.17437 1.33927 0.03 -0.08 0.06
H -3.52251 -1.45296 -3.72667 -0.03 -0.01 -0.06
H 0.04383 -0.72688 -4.88106 0.09 0.11 -0.03
H 5.19290 1.15678 1.02956 -0.09 -0.02 0.10
H -3.94455 -1.78192 -1.41052 -0.12 0.03 0.06
H -0.15537 -3.66883 -6.06118 0.01 -0.05 0.11
H 1.59251 -6.05487 -2.95660 -0.01 0.07 -0.03
H -2.23151 -1.78224 -0.98938 0.07 0.09 0.12
H -2.14976 0.57265 3.88842 -0.03 -0.09 -0.04
H -2.04027 3.02952 3.99972 0.09 0.01 -0.05
H -0.63222 2.96108 6.07498 0.02 -0.01 -0.02
H -1.31238 -1.65782 -5.49088 -0.01 0.03 -0.06
H 4.54663 3.74875 -0.78760 -0.14 -0.09 0.05
H 3.74413 0.35561 1.66466 0.06 0.12 0.00
H -3.95203 1.61787 -0.33061 0.00 0.10 -0.08
H 4.81379 4.38255 1.99555 -0.14 0.02 -0.02
H -5.16950 -1.69463 0.69649 0.06 0.01 0.04
H -4.97870 0.25176 -0.77448 -0.01 -0.06 -0.07
H 2.86342 3.53035 -1.29353 0.04 0.01 -0.03
H 3.97623 2.15587 -1.30309 -0.08 0.06 -0.01
```
Forces are in eV/Å.

Values from the calculation:
2S+1 = 1
energy = -6104.709253 Ha
molecular weight = 758.807 g mol⁻¹
LUMO energy = -1.6 eV
HOMO level = -7.4 eV
orbital gap = 5.80 eV
ΔE to the lowest compared entry with this formula, charge and spin = 21.2 kJ/mol

Listed below, in e, are the Löwdin charges computed for each atom: atom 1 (Ga): 0.071, atom 2 (S): 0.683, atom 3 (S): 0.968, atom 4 (S): 0.971, atom 5 (S): 0.644, atom 6 (S): 0.738, atom 7 (S): 0.742, atom 8 (Si): 0.423, atom 9 (F): -0.072, atom 10 (O): -0.056, atom 11 (N): -0.124, atom 12 (N): -0.057, atom 13 (N): -0.114, atom 14 (C): -0.037, atom 15 (C): -0.070, atom 16 (C): -0.628, atom 17 (C): -0.072, atom 18 (C): -0.121, atom 19 (C): -0.076, atom 20 (C): -0.091, atom 21 (C): -0.059, atom 22 (C): -0.074, atom 23 (C): -0.290, atom 24 (C): -0.051, atom 25 (C): -1.129, atom 26 (C): -0.766, atom 27 (C): -0.097, atom 28 (C): -0.082, atom 29 (C): -0.109, atom 30 (C): -0.190, atom 31 (C): -0.097, atom 32 (C): -0.159, atom 33 (C): -0.045, atom 34 (C): -0.237, atom 35 (C): -0.214, atom 36 (C): -0.165, atom 37 (C): -1.126, atom 38 (C): -1.008, atom 39 (C): -0.210, atom 40 (C): -0.080, atom 41 (C): -0.082, atom 42 (C): -0.041, atom 43 (C): -0.036, atom 44 (H): 0.085, atom 45 (H): 0.107, atom 46 (H): 0.077, atom 47 (H): 0.134, atom 48 (H): 0.106, atom 49 (H): 0.104, atom 50 (H): 0.103, atom 51 (H): 0.021, atom 52 (H): 0.032, atom 53 (H): 0.105, atom 54 (H): 0.086, atom 55 (H): 0.037, atom 56 (H): 0.141, atom 57 (H): 0.085, atom 58 (H): 0.037, atom 59 (H): 0.126, atom 60 (H): 0.113, atom 61 (H): 0.105, atom 62 (H): 0.116, atom 63 (H): 0.095, atom 64 (H): 0.125, atom 65 (H): 0.102, atom 66 (H): 0.135, atom 67 (H): 0.037, atom 68 (H): 0.006, atom 69 (H): 0.085, atom 70 (H): 0.040, atom 71 (H): 0.109, atom 72 (H): 0.136, atom 73 (H): 0.029, atom 74 (H): 0.006

2.
Formula: C6H9N
Source: the Open Molecules 2025 dataset
Level of theory: ωB97M-V/def2-TZVPD

```
16
Properties=species:S:1:pos:R:3:forces:R:3
N 0.29766 -2.51477 -1.06653 -0.60 0.92 -0.12
C -1.55230 0.31542 -0.22458 0.01 -0.09 -0.12
C 2.01278 0.17058 0.29203 -0.10 -0.12 0.03
C -1.10795 -0.34718 -1.30090 -0.08 0.14 0.14
C 1.21826 1.27691 -0.02834 0.21 -0.19 -0.15
C -1.40980 -0.11832 1.19792 0.04 -0.06 -0.01
C -0.34793 -1.55783 -1.18074 0.54 -0.79 0.13
H 2.01336 -0.21221 1.31720 0.01 0.09 -0.12
H 2.42232 1.34111 0.52359 0.09 0.09 0.02
H 1.37512 1.49042 -1.10011 -0.03 0.01 0.15
H -2.39025 -0.39252 1.60636 0.12 0.06 -0.06
H -2.08146 1.25035 -0.39892 0.06 -0.14 0.00
H -1.00738 0.70568 1.79405 -0.07 -0.11 -0.08
H 2.56751 -0.45684 -0.41777 -0.11 0.15 0.07
H -1.26664 0.02948 -2.30659 0.02 -0.07 0.15
H -0.74330 -0.98029 1.29331 -0.12 0.11 -0.02
```
Forces are in eV/Å.

Values from the calculation:
2S+1 = 1
energy = -288.596455 Ha
molecular weight = 95.145 g mol⁻¹
LUMO energy = 0.8 eV
HOMO level = -8.7 eV
orbital gap = 9.45 eV
ΔE to the lowest compared entry with this formula, charge and spin = 487.3 kJ/mol

Listed below, in e, are the natural (NBO) charges computed for each atom: atom 1 (N): -0.338, atom 2 (C): -0.032, atom 3 (C): -0.462, atom 4 (C): -0.378, atom 5 (C): -0.417, atom 6 (C): -0.673, atom 7 (C): 0.265, atom 8 (H): 0.204, atom 9 (H): 0.316, atom 10 (H): 0.150, atom 11 (H): 0.230, atom 12 (H): 0.213, atom 13 (H): 0.246, atom 14 (H): 0.205, atom 15 (H): 0.245, atom 16 (H): 0.224

3.
Formula: C31H26MoN4OSSi
Source: the Open Molecules 2025 dataset
Level of theory: ωB97M-V/def2-TZVPD

```
65
Properties=species:S:1:pos:R:3:forces:R:3
Mo -7.48633 -0.82276 18.74179 -0.75 -1.57 0.66
S -8.96519 0.91568 19.61230 0.64 0.08 -0.18
Si -7.22288 -1.78661 16.11051 0.36 0.63 -1.67
O -8.03979 -2.22665 17.49268 0.97 1.53 0.15
N -6.95142 2.72359 19.89733 -0.74 -0.22 -0.30
N -6.89941 -0.71676 20.65173 0.08 0.78 -1.67
N -8.67600 -2.20592 19.93503 -1.21 -0.75 -0.14
N -6.39646 0.49776 20.24406 1.09 0.23 0.25
C -6.27021 0.74482 24.68207 -2.31 -1.54 -0.44
C -4.04630 1.20787 18.12557 2.02 0.16 0.42
C -8.65871 -0.45606 23.81233 -1.07 -0.43 0.09
C -10.35997 -3.88452 20.19025 -1.24 -1.02 0.02
C -7.59993 -1.05389 21.67765 -1.09 -1.00 0.67
C -5.11984 1.76846 17.50202 -0.35 1.08 -0.48
C -5.61566 -5.53132 15.64786 0.93 -2.52 -0.69
C -9.88534 0.95790 14.57646 -2.08 1.64 -0.25
C -8.61236 0.11827 25.08160 0.52 -0.27 -1.40
C -6.09524 0.94769 16.91701 -0.32 1.75 0.19
C -5.99347 -0.41612 16.92325 -0.53 -2.30 0.67
C -6.35121 0.13831 23.44754 0.74 0.32 -1.50
C -8.74237 0.12457 12.64051 -1.02 -0.25 1.35
C -8.19183 -0.80636 13.51138 -0.17 0.53 1.49
C -3.92234 -0.16949 18.21290 -1.66 -0.64 -0.92
C -6.39804 -4.46886 15.95618 -1.95 0.48 0.75
C -8.40170 -0.80918 14.95393 1.25 -1.57 -1.70
C -4.17132 -4.09131 14.37761 0.06 -0.43 0.20
C -8.55930 -2.13855 21.28486 0.60 0.01 -0.77
C -9.56956 -3.08589 19.41735 1.45 1.08 -0.92
C -6.07359 -3.18724 15.54212 -0.35 1.37 -0.18
C -9.38296 0.02995 15.42020 0.73 -0.28 1.46
C -7.54188 -0.48246 22.98378 0.71 0.98 0.93
C -4.92922 -2.98257 14.74895 -0.48 -1.41 0.74
C -9.24977 -3.01313 22.08406 -1.11 0.15 -0.81
C -7.42213 0.67887 25.48642 0.74 0.47 1.06
C -7.32662 1.44369 19.99089 -0.91 0.77 0.21
C -4.92599 -0.99812 17.66308 1.10 -0.42 -0.33
C -10.23269 -3.86219 21.54660 -0.29 -1.04 2.26
C -4.48462 -5.37798 14.82923 -0.92 1.75 0.87
C -9.63471 1.03201 13.23701 1.30 -0.07 -0.87
H -5.41069 1.13452 25.12075 1.47 0.71 0.18
H -4.79961 -2.11188 17.56865 0.03 1.18 0.47
H -10.87634 -4.55527 22.25167 1.45 1.62 -1.60
H -5.90358 -6.55827 15.97001 0.29 0.97 -0.12
H -3.78032 -6.14831 14.65499 0.21 -0.90 -0.33
H -10.05229 1.84816 12.68667 -0.33 0.18 -0.39
H -5.52422 0.16357 22.70997 -0.27 -0.06 0.85
H -3.16087 1.81463 18.46409 -1.26 -0.48 -0.24
H -11.11067 -4.54139 19.75417 0.31 0.21 -0.22
H -7.32369 1.06748 26.50582 -0.24 -0.02 -0.39
H -7.61298 -1.57184 13.08330 1.05 -0.85 -0.31
H -9.55214 -3.14234 18.32647 -0.32 0.06 0.52
H -4.58058 -2.00734 14.54546 0.19 0.98 -0.56
H -8.59009 0.07189 11.57067 0.13 0.07 0.10
H -9.48340 0.12808 25.68807 -0.50 0.00 0.50
H -7.62612 3.47151 19.66563 0.59 -0.95 0.07
H -9.19030 -2.89170 23.10926 0.45 -0.18 1.90
H -10.60196 1.66682 14.97337 -0.06 0.04 0.04
H -5.12513 2.87072 17.42128 -0.40 -0.74 -0.16
H -3.28434 -4.00991 13.77089 0.12 0.39 -0.09
H -9.74934 0.05923 16.45109 0.38 -0.20 -0.10
H -6.94240 1.39782 16.43411 -0.24 0.27 -0.36
H -5.96921 2.95439 19.86854 0.04 -0.04 0.34
H -3.03216 -0.56930 18.59646 0.93 -0.70 0.66
H -7.34809 -4.62387 16.52277 0.95 0.04 -0.37
H -9.59155 -0.88665 23.42761 0.31 0.36 0.38
```
Forces are in eV/Å.

Values from the calculation:
2S+1 = 3
energy = -2246.540401 Ha
molecular weight = 626.669 g mol⁻¹
LUMO energy (alpha / beta) = -7.2 / -7.9 eV
HOMO level (alpha / beta) = -13.7 / -13.7 eV
orbital gap (alpha / beta) = 6.56 / 5.84 eV
charge = +2

Listed below, in e, are the natural (NBO) charges computed for each atom: atom 1 (Mo): 1.251, atom 2 (S): 0.036, atom 3 (Si): 1.879, atom 4 (O): -1.033, atom 5 (N): -0.735, atom 6 (N): -0.310, atom 7 (N): -0.428, atom 8 (N): -0.396, atom 9 (C): -0.194, atom 10 (C): -0.173, atom 11 (C): -0.145, atom 12 (C): -0.213, atom 13 (C): 0.451, atom 14 (C): -0.194, atom 15 (C): -0.191, atom 16 (C): -0.228, atom 17 (C): -0.215, atom 18 (C): -0.216, atom 19 (C): -0.463, atom 20 (C): -0.156, atom 21 (C): -0.199, atom 22 (C): -0.164, atom 23 (C): -0.154, atom 24 (C): -0.212, atom 25 (C): -0.523, atom 26 (C): -0.195, atom 27 (C): 0.112, atom 28 (C): 0.100, atom 29 (C): -0.523, atom 30 (C): -0.201, atom 31 (C): -0.136, atom 32 (C): -0.186, atom 33 (C): -0.186, atom 34 (C): -0.106, atom 35 (C): 0.317, atom 36 (C): -0.244, atom 37 (C): -0.102, atom 38 (C): -0.164, atom 39 (C): -0.150, atom 40 (H): 0.243, atom 41 (H): 0.266, atom 42 (H): 0.275, atom 43 (H): 0.232, atom 44 (H): 0.233, atom 45 (H): 0.229, atom 46 (H): 0.228, atom 47 (H): 0.250, atom 48 (H): 0.262, atom 49 (H): 0.242, atom 50 (H): 0.216, atom 51 (H): 0.269, atom 52 (H): 0.216, atom 53 (H): 0.241, atom 54 (H): 0.247, atom 55 (H): 0.444, atom 56 (H): 0.244, atom 57 (H): 0.221, atom 58 (H): 0.241, atom 59 (H): 0.231, atom 60 (H): 0.202, atom 61 (H): 0.249, atom 62 (H): 0.432, atom 63 (H): 0.240, atom 64 (H): 0.215, atom 65 (H): 0.222